Computed, not measured: an isolated molecule of C6H10S2, with ωB97M-V/def2-TZVPD.

## Properties
SMILES: CC1(C)C[C@H](S)C1=S
Frontier orbital gap (eV): 8.4
HOMO level (eV): -8.7
Charge: 0
LUMO level (eV): -0.3
ΔE to the lowest compared entry with this formula, charge and spin (kJ/mol): 78.28
Molecular weight (g/mol): 146.28

Atoms and positions in Å:
1 C -1.37 0.34 1.25
2 C -0.50 0.01 0.03
3 C -1.37 -0.24 -1.19
4 C 0.61 -1.08 0.19
5 C 1.60 -0.10 -0.51
6 C 0.61 0.98 -0.31
7 H -0.77 0.49 2.17
8 H -1.94 1.27 1.05
9 H -2.08 -0.44 1.44
10 H -2.10 -0.99 -1.08
11 H -0.80 -0.46 -2.12
12 H -1.92 0.64 -1.38
13 H 0.81 -1.29 1.25
14 H 0.50 -2.05 -0.29
15 H 1.65 -0.39 -1.56
16 H 3.04 0.62 1.21
17 S 3.32 0.06 0.05
18 S 0.72 2.62 -0.17

For each atom in turn, the Mulliken charge in e is:
1 C -1.718
2 C 2.101
3 C -1.719
4 C -1.130
5 C 0.148
6 C -0.608
7 H 0.396
8 H 0.365
9 H 0.426
10 H 0.455
11 H 0.334
12 H 0.439
13 H 0.294
14 H 0.301
15 H 0.214
16 H 0.121
17 S -0.190
18 S -0.230